Below is a 4-piece molecular cluster, C4H18N2O4 overall, with properties calculated with wB97M-V/def2-TZVPD.

Its SMILES is CN[C@@H](CN)CO.O.O.O. Its HOMO-LUMO gap is 9.464 eV. Its lowest unoccupied orbital energy is 0.49 eV.

Cartesian coordinates (Å):
C (0.313, 1.553, 1.976)
N (-0.207, 0.317, 1.402)
C (0.105, 0.108, -0.005)
C (-0.672, -1.121, -0.529)
O (-1.529, -0.499, -1.498)
C (1.669, 0.142, -0.346)
N (1.958, 1.536, -0.765)
H (1.359, 1.462, 2.269)
H (-0.233, 1.821, 2.914)
H (0.188, 2.353, 1.229)
H (0.022, -0.484, 1.990)
H (-0.361, 0.960, -0.521)
H (-1.170, -1.867, 0.111)
H (-0.006, -1.735, -1.160)
H (-2.461, -0.538, -1.255)
H (1.901, -0.676, -1.051)
H (2.137, -0.196, 0.588)
H (1.149, 1.693, -1.353)
H (2.711, 1.462, -1.449)
H (0.909, -3.337, 2.473)
H (0.551, -3.328, 0.964)
O (0.437, -3.834, 1.775)
H (-0.410, 1.818, -3.089)
H (0.590, 0.806, -3.567)
O (0.498, 1.758, -3.415)
H (-3.728, 0.404, 0.825)
H (-2.443, -0.194, 0.987)
O (-3.274, -0.386, 0.501)